Entry a
Density functional theory data (ωB97M-V/def2-TZVPD) for a 2-piece molecular cluster, CH3Cl2NOS overall.

```
9
Properties=species:S:1:pos:R:3:lowdin_charge:R:1
C 0.01 -1.50 -1.23 -0.606
N 0.32 1.79 1.25 -0.752
O -1.87 0.57 1.72 -0.519
S -1.13 1.09 0.63 0.790
Cl 0.86 -1.29 -2.64 0.565
Cl 1.59 0.67 1.64 0.493
H 0.60 -1.92 -0.43 -0.009
H -1.06 -1.79 -1.42 0.029
H 0.67 2.37 0.48 0.009
```

Values from the calculation:
Highest occupied orbital energy (alpha / beta) = -0.3181 / -0.3271 hartree

Entry b
Density functional theory data (ωB97M-V/def2-TZVPD) for a 2-piece molecular cluster, CH3Cl2NOS overall.

```
9
Properties=species:S:1:pos:R:3:lowdin_charge:R:1
C -1.24 0.26 -0.33 -0.839
N 1.97 0.74 -0.27 -0.457
O 0.26 -1.72 0.71 -0.686
S -0.35 -0.47 1.12 0.789
Cl -2.98 -0.17 -0.34 0.485
Cl 2.28 -0.85 -0.38 0.650
H -1.15 1.36 0.01 0.057
H -0.69 -0.24 -1.18 0.058
H 1.89 1.09 0.66 -0.056
```

Values from the calculation:
Highest occupied orbital energy (alpha / beta) = -0.3614 / -0.3375 hartree

Energy ordering: entry a at the bottom, the next structure 5.8 kcal/mol above.

Entry a
Density functional theory data (ωB97M-V/def2-TZVPD) for a 2-piece molecular cluster, C2H7ClNOPS overall.

```
14
Properties=species:S:1:pos:R:3:lowdin_charge:R:1
N -0.20 -0.93 1.13 -0.303
P -1.65 -0.49 1.76 0.023
S -1.57 -1.27 3.75 0.252
Cl -2.84 -1.79 0.82 0.134
H 0.30 -0.63 0.37 -0.051
H -0.04 -1.93 1.24 0.033
H -2.98 -0.99 3.74 -0.147
C 1.11 1.69 -1.70 -0.082
C 1.54 0.28 -1.93 -0.341
O 1.33 -0.63 -1.21 0.044
H 0.58 2.07 -2.65 0.098
H 0.35 1.85 -0.86 0.094
H 1.87 2.52 -1.53 0.100
H 2.19 0.25 -2.93 0.147
```

Values from the calculation:
SMILES string = NP(S)Cl.CC=O
Highest occupied orbital energy = -0.3160 hartree

Entry b
Density functional theory data (ωB97M-V/def2-TZVPD) for a 2-piece molecular cluster, C2H7ClNOPS overall.

```
14
Properties=species:S:1:pos:R:3:lowdin_charge:R:1
C -0.51 1.03 -1.62 0.015
C -0.94 -0.91 -0.21 -0.083
N -0.18 0.31 -0.57 -0.319
O -0.40 -0.07 2.50 -0.182
P 1.58 0.74 0.10 0.044
S 2.25 -1.06 0.68 0.040
Cl 2.60 1.05 -1.61 0.140
H 0.07 1.88 -1.99 0.051
H -1.38 0.90 -2.31 0.112
H -0.19 0.02 3.44 0.046
H -1.89 -0.84 -0.65 0.066
H -0.44 -1.86 -0.59 0.112
H -1.05 -0.83 0.83 0.024
H 0.48 -0.36 2.01 -0.065
```

Values from the calculation:
Highest occupied orbital energy = -0.2958 hartree

Energy ordering: entry a at the bottom, the next structure 17.9 kcal/mol above.

Entry a
Density functional theory data (ωB97M-V/def2-TZVPD) for one molecule with the formula C2H7ClNOPS.

```
14
Properties=species:S:1:pos:R:3:lowdin_charge:R:1
C 1.78 -0.36 0.90 -0.099
C 0.25 -0.52 0.93 -0.373
N -0.48 -0.69 -0.32 -0.163
P -1.02 0.84 -1.34 -0.098
O -2.59 0.46 -1.33 -0.298
S -0.31 1.08 -3.16 0.186
Cl -0.99 2.39 -0.11 0.376
H 2.25 -1.44 0.73 0.126
H 2.14 0.44 0.36 0.037
H 2.03 -0.18 1.89 0.036
H 0.10 -1.53 1.42 0.119
H -0.27 0.34 1.48 0.087
H -0.02 -1.19 -1.03 0.028
H -2.86 0.36 -0.43 0.036
```

Values from the calculation:
SMILES string = CCN[P@](O)(=S)Cl
Highest occupied orbital energy = -0.3365 hartree

Entry b
Density functional theory data (ωB97M-V/def2-TZVPD) for one molecule with the formula C2H7ClNOPS.

```
14
Properties=species:S:1:pos:R:3:lowdin_charge:R:1
C -1.02 -1.07 -0.56 -0.117
N -0.21 -0.10 0.18 -0.420
C -0.93 0.59 1.26 -0.127
P 1.33 0.28 -0.11 -0.155
O 1.29 0.69 -1.67 -0.271
S 2.15 1.64 1.09 0.220
Cl 2.38 -1.38 -0.30 0.383
H -1.78 -0.73 -1.36 0.117
H -0.48 -1.79 -1.03 0.016
H -1.69 -1.63 0.18 0.103
H -0.08 1.00 1.85 -0.005
H -1.45 1.54 0.80 0.127
H -1.58 -0.13 1.70 0.063
H 2.07 1.10 -2.04 0.065
```

Values from the calculation:
SMILES string = CN(C)[P@@](O)(=S)Cl
Highest occupied orbital energy = -0.3311 hartree

Energy ordering: entry b at the bottom, the next structure 11.2 kcal/mol above.